1.
The following is a DFT calculation (ωB97M-V with the def2-TZVPD basis set) of C22H35ClCsN6O3 as an isolated structure in a non-equilibrium geometry.

The geometry in XYZ format:
```
68
Properties=species:S:1:pos:R:3:forces:R:3
C -1.522 -2.299 3.737 0.3 -0.2 0.0
Cs 1.008 -1.407 -0.485 0.3 2.9 2.5
C -0.701 -4.884 -5.125 0.0 0.2 -0.1
H 3.914 1.184 0.927 0.0 0.0 0.0
C -0.781 0.363 2.160 -0.2 0.1 0.0
H -0.307 -0.363 1.504 -0.2 0.1 0.2
C -1.595 4.037 -1.621 0.1 -0.2 0.0
H -0.148 2.141 1.169 0.0 0.0 0.0
H -2.536 -1.052 4.918 0.0 0.0 0.1
C -1.602 4.475 -2.989 0.0 0.1 0.1
C 0.600 -2.983 -3.421 0.1 -0.1 0.0
C 0.194 -4.282 -2.939 0.0 0.0 0.1
H -0.750 -0.058 3.166 0.0 0.0 0.0
H 0.907 -6.730 -1.823 0.0 0.0 0.0
H 2.593 -2.349 2.881 0.0 0.0 0.0
H 1.059 0.661 4.111 0.0 0.0 0.0
C 2.781 -0.382 3.420 -0.1 -0.1 -0.1
H -0.672 -6.190 -3.463 0.0 0.0 0.0
H 3.865 2.797 0.213 0.0 0.1 0.0
H -0.642 -3.302 -6.601 0.0 0.0 0.0
Cl -2.486 8.410 -2.870 0.0 -0.1 0.0
C -0.388 -3.582 -5.585 0.0 -0.1 0.1
C -2.160 6.379 -1.054 0.0 -0.1 0.1
C -1.896 5.077 -0.677 0.0 0.0 -0.1
C 0.231 -2.673 -4.777 0.0 -0.1 0.1
O 1.266 -2.161 -2.718 0.1 -1.0 -2.4
O -0.565 -2.421 4.496 -0.1 0.0 -0.1
H -3.184 -1.185 3.353 0.1 0.1 0.0
C 0.315 -6.113 -1.146 0.0 0.0 -0.1
H -1.181 -5.601 -5.776 0.0 0.0 0.0
H 3.647 -0.207 2.777 0.0 0.0 0.0
C 1.928 0.882 3.480 -0.1 0.0 -0.1
H 1.231 -1.721 3.507 0.0 -0.1 0.0
H -0.298 2.328 2.918 0.0 0.0 0.0
H 3.067 1.182 -1.380 0.0 0.1 0.0
C 3.243 1.948 0.520 -0.2 -0.2 -0.1
H 0.693 -6.203 -0.131 0.0 0.0 0.0
H -1.862 6.061 -4.402 0.0 0.0 0.0
H -2.382 7.128 -0.303 0.0 0.0 0.0
O 0.473 -3.820 -0.627 -0.4 -1.9 -0.1
H -0.699 -3.265 2.153 0.1 0.0 0.0
H -1.390 3.742 -3.760 0.0 0.0 0.0
N 2.473 1.359 -0.579 0.2 0.3 0.0
N -2.194 0.507 1.773 0.1 -0.1 0.1
N -2.656 -1.618 4.097 -0.2 -0.1 -0.1
C -1.311 2.721 -1.235 0.1 0.3 -0.2
H -1.111 1.943 -1.964 0.0 0.0 0.0
H 3.159 -0.560 4.435 0.1 0.0 0.0
C 2.300 2.430 1.613 -0.1 -0.1 0.0
H 2.892 2.930 2.392 0.0 0.0 0.0
C -1.868 5.779 -3.355 0.0 -0.1 0.0
H -1.917 4.820 0.378 0.0 0.0 0.0
H 1.747 2.008 -0.886 0.0 -0.1 0.0
C -2.148 6.744 -2.395 0.0 0.0 0.0
C 0.042 1.645 2.117 0.1 0.0 0.0
C 0.347 -4.645 -1.536 -0.1 -0.3 -0.3
H -1.351 2.449 -0.193 -0.1 0.0 0.0
H -2.263 0.836 0.814 0.0 0.0 0.0
H -2.232 -2.594 1.817 0.0 0.1 0.0
N -1.560 -2.887 2.504 -0.1 0.0 0.0
N 1.472 1.375 2.189 0.0 0.1 0.1
N 2.016 -1.517 2.891 0.1 0.1 0.1
H 0.482 -1.679 -5.131 0.0 0.0 0.0
C -0.404 -5.205 -3.828 0.0 0.0 0.1
H -2.628 1.237 2.328 0.0 0.0 0.0
H 2.508 1.655 4.007 0.0 0.0 0.0
H 1.648 3.192 1.172 0.0 0.0 0.0
H -0.714 -6.483 -1.165 0.0 0.0 0.0
```
Forces are in eV/Å.

Calculated values
spin multiplicity	1
net charge	-1
energy	-51536.84988	eV
energy above the lowest of the compared OMol25 structures with the same formula, charge and spin	202.6	kJ/mol
orbital gap	0.148	hartree

Atom charges from the Mulliken analysis, given in e for atoms 1 to 5:
1. C 0.538
2. Cs 1.197
3. C -0.779
4. H 0.282
5. C 0.617



2.
The following is a DFT calculation (ωB97M-V with the def2-TZVPD basis set) of a 2-piece molecular cluster, C22H35F2Si3 overall in a non-equilibrium geometry.

The geometry in XYZ format:
```
62
Properties=species:S:1:pos:R:3:forces:R:3
H 0.697 -1.899 4.419 0.1 0.0 -0.1
H -1.781 -2.637 -0.800 0.2 0.2 0.1
C 1.880 1.449 -2.558 1.3 0.2 0.8
H -1.081 2.759 3.216 0.0 -0.1 -0.3
H 1.720 3.484 -3.268 0.4 -0.1 0.2
C -0.988 2.923 2.134 0.3 0.5 -0.3
H -3.517 2.578 1.039 -0.1 -0.2 -0.1
H 1.233 -1.500 -2.676 -0.4 -0.2 0.0
H 2.331 1.007 4.275 -0.2 0.1 -0.1
C 0.355 -1.252 -3.256 -0.5 0.0 0.1
H -3.737 1.116 2.011 0.3 0.0 -0.2
C -1.156 -1.882 -0.297 0.0 -0.1 -0.1
Si -1.407 1.398 1.140 -0.4 -0.3 1.3
H 4.067 4.110 -2.653 -0.3 -0.5 0.1
C -3.271 1.511 1.098 -0.3 0.1 -0.6
C 0.492 1.198 -2.742 0.6 0.0 -1.5
C -1.184 -3.249 2.465 0.1 -0.1 -0.2
C 3.686 3.102 -2.449 0.6 0.1 0.0
F -0.248 -3.545 -3.213 -0.2 1.6 -0.8
H 1.531 -2.545 2.986 0.0 0.1 0.2
H 2.378 -1.443 4.078 -0.2 -0.1 -0.1
C -3.572 -1.770 1.625 0.0 0.1 -0.2
H -1.869 -4.059 2.179 0.1 0.1 0.1
H 1.497 0.760 0.379 0.0 -0.1 0.2
H 0.643 1.377 4.649 0.1 0.0 -0.1
C -0.500 -2.267 -3.668 0.5 -1.0 0.7
C -1.631 -2.048 -4.446 0.3 0.3 0.0
H -2.729 -0.532 -5.533 0.4 -0.1 0.4
C 1.886 -0.008 1.062 0.2 0.0 0.0
C -1.898 -0.727 -4.845 -0.2 -0.1 -0.3
Si 0.875 -0.130 2.655 -0.1 -0.2 0.5
C 4.024 0.892 -1.599 0.8 -0.6 0.8
H 2.930 0.253 1.299 -0.3 -0.1 -0.1
H -0.194 2.005 -2.469 0.2 0.1 -0.6
C 4.511 2.189 -1.763 -0.7 -0.3 -0.4
C 2.400 2.758 -2.811 -1.1 -0.1 0.5
F 4.788 -0.007 -0.882 -0.9 1.0 -1.1
H 1.899 -0.967 0.522 0.0 0.2 0.1
H -3.717 1.005 0.239 -0.2 0.0 0.1
C -0.980 -0.108 2.251 0.4 0.0 -0.8
H -3.884 -2.814 1.494 0.0 0.2 0.0
H 1.475 2.236 3.338 -0.1 -0.1 0.1
C -1.160 0.324 -4.335 -0.1 0.3 1.0
H -1.271 -3.103 3.549 0.0 0.0 -0.2
H -0.168 -3.584 2.239 -0.2 0.0 0.1
C 2.782 0.478 -2.044 -0.2 0.1 0.1
Si -1.690 -1.706 1.510 -0.1 -0.2 0.5
H -1.518 0.072 3.214 0.2 0.0 -0.6
H -2.274 -2.889 -4.724 0.3 0.4 0.1
C 1.405 -1.659 3.617 0.2 0.0 -0.2
H -1.412 1.364 -4.560 -0.1 -0.4 0.0
H -0.802 1.472 -0.295 -0.3 -0.2 0.9
H 5.485 2.462 -1.360 -0.2 -0.1 -0.2
C 1.362 1.264 3.829 0.0 0.2 -0.2
H 0.013 3.311 1.932 0.0 0.1 0.1
H -4.082 -1.179 0.858 0.0 0.0 0.2
H -3.934 -1.441 2.606 0.1 0.0 -0.1
H -1.720 3.689 1.853 0.3 0.0 0.1
H 2.455 -0.537 -1.843 0.3 0.4 0.2
H -1.256 -0.939 -0.852 0.0 -0.1 0.1
C -0.062 0.096 -3.443 -0.8 -1.0 -0.3
H -0.109 -2.213 -0.373 -0.2 0.1 0.0
```
Forces are in eV/Å.

Calculated values
spin multiplicity	1
net charge	+1
energy	-52443.92015	eV
orbital gap	0.202	hartree

Atom charges from the Mulliken analysis, given in e for atoms 1 to 5:
1. H 0.319
2. H 0.507
3. C 1.018
4. H 0.340
5. H 0.459



3.
The following is a DFT calculation (ωB97M-V with the def2-TZVPD basis set) of C22H35N2O10S2Sr as an isolated structure in a non-equilibrium geometry.

The geometry in XYZ format:
```
72
Properties=species:S:1:pos:R:3:forces:R:3
O -0.492 2.877 1.659 -0.2 0.1 0.1
H -3.372 2.127 -1.509 0.0 0.0 0.0
C 0.418 1.932 -2.958 0.0 0.0 0.0
C -0.286 3.032 -2.201 0.0 0.0 0.0
C 0.544 1.726 3.507 0.0 0.0 0.0
C 0.495 -1.979 -4.071 -0.1 0.1 0.0
O -1.704 -1.289 2.041 -0.2 0.0 0.1
S -1.940 -1.037 -4.768 0.0 0.0 0.0
H 0.058 -0.564 4.772 0.0 0.0 0.0
H 0.731 1.799 4.581 0.0 0.0 0.0
C 1.518 -2.305 -0.054 0.1 -0.2 0.0
C 2.679 -4.440 -0.262 0.2 -0.1 0.1
C -3.633 0.206 1.980 0.0 -0.2 -0.1
O -0.448 0.743 3.228 0.1 0.0 0.0
O -1.370 2.488 -1.455 0.1 0.0 0.2
H -0.835 3.351 3.648 0.0 0.0 0.0
C -2.624 2.630 -2.116 0.0 0.0 0.0
H -1.941 3.495 0.395 0.0 0.0 0.0
H 1.083 2.349 -3.720 0.0 0.0 0.0
N -0.282 -1.580 -2.908 -0.2 0.0 -0.4
C -0.168 -0.567 3.702 0.0 0.0 -0.1
H 0.405 3.489 -1.489 0.0 0.1 0.0
H -3.864 2.903 1.833 -0.1 -0.1 0.0
H -2.234 -0.944 4.024 0.0 0.0 0.0
H 0.606 -3.064 -4.087 0.0 -0.1 0.0
O 0.476 -1.605 -0.296 0.2 -0.1 0.2
H -1.276 -2.411 3.729 0.0 0.0 0.0
O 4.969 -5.847 0.136 -0.2 -0.1 0.4
C 2.756 -0.439 1.077 0.1 0.2 0.1
H -3.676 0.398 3.055 0.1 0.0 0.0
H -2.610 2.162 -3.103 0.0 0.0 0.0
H 0.759 3.803 3.024 0.0 0.1 0.0
C -1.516 -1.143 -3.079 0.5 -0.2 -0.2
S -2.571 -0.722 -1.863 -0.2 0.2 0.3
C 3.804 -2.605 0.813 0.2 0.1 0.2
O 1.147 1.095 -2.068 -0.1 0.0 0.1
N 4.981 -4.728 0.612 0.7 0.2 -1.2
H -1.948 4.345 1.951 0.1 0.0 0.0
O 5.960 -4.203 1.109 -0.2 -0.1 0.4
Sr -0.554 0.439 0.447 0.2 0.2 -0.7
C 3.805 -3.898 0.390 -0.5 -0.1 0.1
H 1.490 -1.539 -4.013 0.0 0.0 0.0
H 2.513 2.455 -1.244 0.0 0.0 0.0
C -0.015 3.035 3.001 0.0 -0.1 0.0
H 3.012 0.754 -1.341 0.0 0.0 0.0
H 0.688 -0.995 3.167 0.0 0.0 0.0
H 1.476 1.478 2.997 0.0 0.0 0.0
H 0.698 -4.073 -0.964 0.0 0.0 0.0
C 1.576 -3.667 -0.478 0.0 0.0 0.0
C 2.679 -1.789 0.614 -0.3 0.0 -0.1
H 3.737 -0.165 1.500 0.0 0.1 0.0
C -3.089 -1.182 1.707 0.0 0.0 0.2
H 0.210 -0.605 -5.756 0.0 0.0 0.0
H 4.686 -2.214 1.308 0.0 0.0 0.0
C -1.416 -1.368 3.438 0.0 0.0 0.0
H 0.073 -1.696 -1.954 0.0 0.0 0.2
H -2.768 2.308 3.091 0.0 -0.1 0.0
H -4.653 0.266 1.590 0.0 0.1 0.0
C -0.256 -1.483 -5.316 -0.1 0.0 0.0
H -0.329 -2.252 -6.078 0.0 0.0 0.0
H -2.873 3.690 -2.217 0.0 0.0 0.0
C 2.480 1.548 -1.855 -0.1 0.0 -0.1
H -3.156 -1.438 0.651 0.0 0.0 0.0
H -0.643 3.809 -2.882 0.0 0.0 0.0
C -1.824 3.372 1.467 0.0 0.1 0.1
H 2.712 -5.474 -0.579 0.0 0.0 0.0
H -0.330 1.303 -3.446 0.0 0.0 0.0
O 1.872 0.426 1.056 0.1 -0.2 0.1
H 2.969 1.745 -2.813 0.0 0.0 0.0
H -3.692 -1.895 2.276 0.1 -0.1 0.0
O -2.791 1.179 1.361 -0.5 0.2 0.3
C -2.886 2.446 2.012 0.2 0.1 -0.1
```
Forces are in eV/Å.

Calculated values
spin multiplicity	1
net charge	+1
energy	-69337.87420	eV
energy above the lowest of the compared OMol25 structures with the same formula, charge and spin	20.2	kJ/mol
orbital gap	0.307	hartree

Atom charges from the Mulliken analysis, given in e for atoms 1 to 5:
1. O -0.144
2. H 0.269
3. C -0.152
4. C -0.901
5. C -0.417



4.
The following is a DFT calculation (ωB97M-V with the def2-TZVPD basis set) of one molecule with the formula C22H35NO3.

The geometry in XYZ format:
```
61
Properties=species:S:1:pos:R:3:forces:R:3
C -2.045 -1.574 -0.733 0.1 0.2 0.0
H 0.496 0.448 -1.553 0.1 0.1 0.0
H 3.155 0.693 0.152 0.0 0.0 0.1
H -4.425 -2.941 -0.775 0.0 -0.1 -0.1
O 5.201 -0.887 -0.556 -0.2 -0.1 -0.1
C 0.551 2.806 -1.005 -0.2 -0.1 0.1
H 1.335 2.208 -0.547 0.2 -0.1 0.0
H 4.897 0.815 2.217 0.0 0.0 0.1
H -5.346 -0.776 -1.366 0.0 0.0 -0.1
H 7.235 -0.557 -0.541 -0.1 0.1 0.0
H -2.802 3.372 -0.529 -0.1 0.1 0.0
H -1.506 4.503 -0.917 0.1 0.1 0.0
C -4.452 -2.660 0.275 0.1 0.2 0.0
H -3.380 -0.705 2.418 0.0 0.0 0.1
H 2.820 -1.420 -1.117 -0.1 -0.1 0.0
H 0.519 2.602 -2.073 0.1 0.0 -0.1
C -4.362 -0.859 1.976 0.1 -0.1 -0.1
C -1.250 1.087 -0.495 -0.2 0.1 0.1
C -2.473 0.648 0.038 0.3 -0.3 -0.2
C 0.109 -2.183 -1.856 0.0 0.0 0.2
H 7.074 1.501 0.705 0.0 0.1 0.0
C -0.805 2.537 -0.345 0.0 0.2 0.0
C -0.665 2.867 1.148 -0.1 0.0 -0.1
H 6.261 -0.309 2.090 0.0 0.0 0.1
H 6.285 0.417 -1.691 0.1 0.0 0.1
C -4.248 -1.151 0.458 -0.1 0.0 -0.1
N 2.419 -1.217 -0.214 0.4 0.2 -0.2
H -1.934 3.224 -2.060 0.0 0.0 -0.1
C 0.831 -2.953 -0.737 0.0 0.0 0.0
C -5.376 -0.456 -0.327 0.1 -0.1 0.1
C 6.128 1.050 0.414 -0.1 -0.2 -0.1
O 1.027 -1.900 1.421 -0.2 0.0 0.3
H 5.448 1.836 0.086 0.0 0.0 0.0
H -6.345 -0.731 0.088 -0.1 0.0 0.0
H 0.839 -1.677 -2.490 0.0 0.0 -0.1
C 1.427 -1.993 0.280 -0.1 -0.4 -0.3
H -4.815 -1.707 2.485 -0.1 0.0 0.1
C 4.627 -0.776 0.745 -0.5 0.1 0.4
H -3.964 1.117 1.137 0.0 0.1 0.0
C 6.298 0.001 -0.681 0.4 0.2 -0.1
C -1.832 3.468 -1.004 0.0 -0.1 0.1
C 3.171 -0.304 0.606 0.4 -0.1 0.1
C -0.828 -1.173 -1.252 0.0 0.0 -0.3
O -3.245 1.571 0.687 -0.2 0.0 0.1
C -0.452 0.154 -1.137 -0.2 -0.1 0.0
H 0.118 -3.585 -0.208 0.1 0.0 0.0
H 4.626 -1.774 1.203 0.0 0.1 0.0
H 0.809 3.856 -0.873 0.0 0.1 0.0
H 2.684 -0.273 1.583 0.1 0.1 -0.1
H 0.022 2.168 1.620 0.1 0.0 0.1
C -2.894 -0.686 -0.088 -0.1 0.0 0.0
H -0.443 -2.895 -2.475 0.1 0.0 -0.1
H -0.278 3.877 1.273 0.1 0.1 0.0
H 1.618 -3.583 -1.158 0.0 -0.1 0.0
H -2.317 -2.610 -0.837 -0.1 -0.2 0.0
H -5.431 -2.937 0.664 -0.1 0.0 0.0
H -3.697 -3.223 0.819 0.1 -0.1 0.0
H -5.295 0.628 -0.317 0.0 0.1 0.0
H -4.995 0.001 2.196 -0.1 0.1 0.1
C 5.492 0.220 1.528 0.0 -0.1 -0.2
H -1.625 2.803 1.649 0.0 0.0 0.1
```
Forces are in eV/Å.

Calculated values
spin multiplicity	1
net charge	0
energy	-31015.69137	eV
SMILES	CC(C)(C)c1cc(CCC(=O)NC[C@@H]2CCCO2)cc(C(C)(C)C)c1O
energy above the lowest of the compared OMol25 structures with the same formula, charge and spin	19.0	kJ/mol
orbital gap	0.322	hartree

Atom charges from the Mulliken analysis, given in e for atoms 1 to 5:
1. C 0.268
2. H 0.464
3. H -0.061
4. H 0.422
5. O -0.500